Entry 1:
Formula: C18H26N2O3
Source: OMol25
Level of theory: the ωB97M-V functional and the def2-TZVPD basis

```
49
C18H26N2O3 | OMol25 | the ωB97M-V functional and the def2-TZVPD basis
C 5.414 4.466 -1.982
C 4.233 3.681 -1.447
C 4.589 2.164 -1.495
C 3.371 1.285 -1.143
C 3.682 -0.222 -1.236
C 2.401 -1.073 -0.991
C 2.186 -1.269 0.505
C 0.850 -1.864 0.791
C 0.681 -3.242 0.798
C -0.528 -3.815 1.096
C -1.608 -3.008 1.393
C -1.482 -1.586 1.312
C -0.216 -1.032 1.055
C -2.642 -0.725 1.485
C -3.849 -1.367 1.642
C -5.160 -0.568 1.645
N -5.060 0.781 1.086
O -5.269 1.895 1.972
C -5.135 1.029 -0.252
N -5.037 0.006 -1.153
O -5.521 2.083 -0.651
C -4.001 -2.867 1.763
O -2.802 -3.674 1.744
H 5.119 5.522 -2.073
H 5.695 4.086 -2.983
H 6.284 4.366 -1.326
H 3.362 3.878 -2.066
H 4.016 3.972 -0.407
H 4.963 1.948 -2.490
H 5.407 1.942 -0.800
H 3.091 1.527 -0.116
H 2.545 1.511 -1.827
H 4.490 -0.471 -0.536
H 4.070 -0.408 -2.242
H 1.492 -0.600 -1.458
H 2.469 -2.080 -1.482
H 2.310 -0.314 1.025
H 2.982 -1.952 0.820
H 1.545 -3.903 0.617
H -0.680 -4.903 1.075
H -0.093 0.027 1.017
H -2.569 0.360 1.464
H -5.978 -1.049 1.072
H -5.474 -0.456 2.672
H -5.556 2.647 1.413
H -4.983 0.341 -2.093
H -4.440 -0.766 -0.846
H -4.496 -3.081 2.684
H -4.667 -3.219 0.950
```

Results
E_LUMO (eV): 0.590
SMILES: CCCCCCCc1ccc2c(c1)C=C(CN(O)C(N)=O)CO2
HOMO (eV): -8.0

=====

Entry 2:
Formula: C26H32CoNO4S2
Source: OMol25
Level of theory: the ωB97M-V functional and the def2-TZVPD basis

```
66
C26H32CoNO4S2 | OMol25 | the ωB97M-V functional and the def2-TZVPD basis
O -1.457 0.450 -2.569
C 0.006 0.556 -2.526
C 0.036 2.005 -3.057
H 0.365 -0.209 -3.207
H 0.500 0.447 -1.553
C -1.538 1.888 -2.838
H 0.416 2.099 -4.103
H 0.533 2.714 -2.374
C -2.590 2.143 -3.896
H -2.424 1.501 -4.764
H -2.655 3.201 -4.209
H -3.551 1.834 -3.446
C -1.793 2.758 -1.613
H -0.994 2.695 -0.843
H -2.734 2.492 -1.104
H -1.846 3.813 -1.946
Co 0.220 0.360 1.833
C 1.226 1.719 2.756
C 2.593 1.264 2.650
C 2.958 1.233 1.292
H 3.266 1.169 3.490
C 1.880 1.683 0.488
C 0.802 2.086 1.373
H 0.047 2.834 1.156
H 0.757 2.121 3.654
H 3.975 1.044 0.971
H 1.897 1.827 -0.591
C -1.465 -0.094 2.939
C -1.736 1.238 2.401
C -2.484 1.063 1.189
H -1.603 2.163 2.967
C -2.497 -0.313 0.859
C -1.929 -1.044 1.927
H -1.956 -2.130 2.048
H -1.278 -0.303 3.991
H -3.134 1.840 0.772
H -2.965 -0.745 -0.030
O 0.150 -0.797 -4.757
C -0.157 -0.003 -5.945
C 0.377 -0.752 -7.161
H 0.253 1.022 -5.861
H -1.255 0.093 -5.981
C 1.308 -1.837 -6.595
H 0.893 -0.137 -7.896
H -0.479 -1.225 -7.639
C 1.100 -1.819 -5.087
H 2.346 -1.586 -6.815
H 1.085 -2.803 -7.038
H 2.063 -1.594 -4.614
H 0.731 -2.752 -4.654
O 2.952 0.107 6.027
S 2.905 -1.200 5.410
O 4.002 -2.116 5.615
N 2.548 -1.025 3.767
C 1.409 -1.597 3.424
S 0.918 -1.623 1.773
C 0.647 -2.172 4.542
C -0.626 -2.746 4.594
C -1.147 -3.188 5.817
C -0.401 -3.052 6.996
C 0.859 -2.445 6.961
C 1.349 -2.000 5.734
H -1.191 -2.808 3.668
H -2.155 -3.604 5.840
H -0.819 -3.396 7.942
H 1.485 -2.346 7.846
```

Results
E_LUMO (alpha / beta) (eV): 2.358 / 2.356
Net charge: -1
Multiplicity: 4
HOMO (alpha / beta) (eV): -3.6 / -3.9

=====

Entry 3:
Formula: C18H28AlBrCl2NO
Source: OMol25
Level of theory: the ωB97M-V functional and the def2-TZVPD basis

```
52
C18H28AlBrCl2NO | OMol25 | the ωB97M-V functional and the def2-TZVPD basis
C -1.989 5.183 -3.384
C -0.533 5.110 -3.913
Cl -0.022 6.390 -5.120
C 0.403 4.199 -3.547
Cl 2.063 4.286 -4.275
Al 0.004 2.736 -2.160
C -1.919 2.018 -2.387
C 1.217 1.087 -2.514
C 0.576 -0.085 -1.690
C 0.702 -0.069 -0.241
C 0.066 -1.145 0.519
C -0.672 -2.178 -0.196
C -1.397 -3.322 0.583
C -0.763 -2.195 -1.654
C -0.129 -1.121 -2.437
C 0.113 3.400 -0.226
C 1.444 4.130 0.149
C 2.745 3.247 0.036
Br 1.281 4.612 2.120
H -1.996 5.439 -2.289
H -2.477 6.065 -3.890
H -2.619 4.298 -3.636
H -2.208 1.874 -3.461
H -2.030 1.047 -1.821
H -2.621 2.736 -1.871
H 2.286 1.268 -2.233
H 1.222 0.852 -3.619
H 1.240 0.705 0.346
H 0.160 -1.122 1.634
H -1.134 -4.311 0.131
H -2.514 -3.212 0.609
H -1.060 -3.235 1.656
H -1.311 -2.974 -2.232
H -0.177 -1.092 -3.549
H -0.713 4.168 -0.118
H -0.116 2.603 0.528
H 1.587 5.108 -0.368
H 3.500 3.715 -0.654
H 2.565 2.186 -0.252
H 3.253 3.213 1.041
C -0.758 -5.764 3.381
O -1.941 -6.022 3.492
N 0.084 -5.496 4.409
C 1.486 -5.197 4.196
C -0.436 -5.508 5.763
H -0.263 -5.729 2.397
H 2.095 -5.936 4.722
H 1.705 -4.201 4.588
H 1.731 -5.224 3.134
H -0.849 -6.495 5.982
H -1.236 -4.770 5.848
H 0.354 -5.275 6.475
```

Results
E_LUMO (eV): 2.155
Net charge: -1
HOMO (eV): -4.9

=====

Entry 4:
Formula: C4H10NOS
Source: OMol25
Level of theory: the ωB97M-V functional and the def2-TZVPD basis

```
17
C4H10NOS | OMol25 | the ωB97M-V functional and the def2-TZVPD basis
C 3.171 -0.433 0.283
C 1.731 -0.384 -0.055
O 0.995 -1.289 -0.351
S 1.052 1.281 0.023
C -0.613 0.942 -0.662
C -1.638 0.616 0.423
N -2.489 -0.561 0.037
H 3.556 0.561 0.491
H 3.712 -0.878 -0.553
H 3.328 -1.084 1.144
H -0.466 0.093 -1.334
H -0.884 1.827 -1.233
H -1.125 0.372 1.356
H -2.299 1.466 0.605
H -3.105 -0.833 0.812
H -3.055 -0.341 -0.792
H -1.870 -1.355 -0.192
```

Results
E_LUMO (eV): -3.730
Net charge: +1
SMILES: CC(=O)SCC[NH3+]
HOMO (eV): -13.3

=====

Entry 5:
Formula: C9H22NOPS
Source: OMol25
Level of theory: the ωB97M-V functional and the def2-TZVPD basis

```
35
C9H22NOPS | OMol25 | the ωB97M-V functional and the def2-TZVPD basis
C -1.831 -3.148 -0.793
S -1.498 -2.041 0.659
P -0.638 -0.282 -0.239
O -0.587 -0.605 -1.687
N 0.826 0.174 0.490
C 2.072 -0.413 0.182
C 3.099 0.342 1.048
C 1.967 -1.872 0.449
C 2.343 -0.088 -1.361
C -1.765 1.215 0.228
C -1.075 2.321 -0.502
C -3.091 0.851 -0.401
C -1.972 1.609 1.764
H -0.903 -3.708 -0.878
H -1.768 -2.632 -1.781
H -2.605 -3.842 -0.609
H 0.818 0.685 1.350
H 3.073 1.382 0.794
H 2.915 -0.020 2.039
H 4.010 0.014 0.516
H 1.225 -2.372 -0.223
H 1.683 -2.177 1.450
H 2.944 -2.374 0.370
H 1.646 -0.850 -1.934
H 2.085 0.878 -1.648
H 3.441 -0.165 -1.439
H 0.038 2.382 -0.192
H -1.095 2.049 -1.593
H -1.349 3.367 -0.262
H -3.574 -0.068 0.134
H -3.065 0.508 -1.452
H -3.834 1.727 -0.243
H -1.282 2.410 2.161
H -2.950 1.804 2.062
H -1.762 0.722 2.361
```

Results
E_LUMO (eV): 0.633
SMILES: CS[P@](=O)(NC(C)(C)C)C(C)(C)C
HOMO (eV): -8.8

=====

Entry 6:
Formula: ClI2P
Source: OMol25
Level of theory: the ωB97M-V functional and the def2-TZVPD basis

```
4
ClI2P | OMol25 | the ωB97M-V functional and the def2-TZVPD basis
P -0.100 0.429 -0.616
Cl -0.085 -1.112 0.666
I -1.388 2.272 0.104
I 3.436 0.689 0.116
```

Results
E_LUMO (alpha / beta) (eV): -2.980 / -2.009
HOMO (alpha / beta) (eV): -8.6 / -9.8

=====

Number 1: maximum force 0.06942 Eh/bohr. Number 2: maximum force 0.06662 Eh/bohr. Number 3: maximum force 0.06652 Eh/bohr. Number 4: maximum force 0.02340 Eh/bohr. Number 5: maximum force 0.07937 Eh/bohr. Number 6: maximum force 0.03194 Eh/bohr.